29
Properties=species:S:1:pos:R:3 method="wB97M-V/def2-TZVPD" lumo_ev=5.565 charge=-2 spin_multiplicity=1 e_homo_ev=-0.7003 energy_ev=-41550.3321
C 1.914 1.325 0.228
O 0.451 0.733 2.341
C 0.705 -4.729 -0.249
F -1.505 0.270 4.605
H 3.578 -3.897 1.289
H 0.077 -5.072 -1.069
H 2.310 1.560 1.219
H 0.298 1.978 -2.644
C -0.202 -0.173 4.478
H 2.477 -0.801 -0.039
C 1.190 0.185 -1.647
F -0.118 -1.352 5.150
C 1.923 0.051 -0.415
F 0.642 0.709 5.090
C 0.249 -4.370 1.074
H 0.945 -0.616 -2.368
C 1.405 -3.979 1.840
O -0.104 -1.484 2.520
C 2.106 -4.534 -0.296
C 0.853 1.547 -1.814
C 2.543 -4.083 0.994
Hg 0.012 -2.088 0.325
H 2.742 -4.739 -1.161
H 1.385 -3.688 2.888
H 1.287 3.322 -0.484
C 1.358 2.258 -0.685
C 0.117 -0.288 2.934
H -0.765 -4.454 1.457
Cl -1.880 -2.961 -0.845